39
Properties=species:S:1:pos:R:3:forces:R:3 method="wB97M-V/def2-TZVPD" e_lumo_ev=0.62 total_energy_ha=-770.75226 de_lowest_ev=4.0799 fmax_ev_per_a=1.54
C -0.6450 -3.9784 -2.4522 -0.0421 0.7235 -0.2224
O -0.1566 -2.8647 -1.6918 -0.4453 -1.1185 0.4516
H -0.1246 -4.8933 -2.1689 0.6795 0.2163 -0.4963
H -1.6770 -4.2611 -2.2442 -0.3841 0.6812 0.3033
H -0.6151 -3.6686 -3.4968 0.2725 -0.7740 -0.1535
H 0.0810 -2.0916 -2.2089 0.0634 0.2663 -0.5286
C 0.7905 0.5682 4.0993 1.4677 -0.4430 -0.1638
O 0.1663 0.2350 2.8463 -0.7344 0.4396 1.0349
H 1.4102 1.4585 3.9928 -0.3253 0.4274 0.1148
H 0.1527 0.6324 4.9808 -0.8679 0.3488 -0.7961
H 1.5101 -0.1660 4.4616 0.0979 -0.5744 -0.5277
H 0.7864 -0.0531 2.1724 0.4600 -0.1454 0.3412
C 1.5006 3.1908 1.3802 0.0217 -0.4552 0.4783
O 0.1737 3.1858 1.8822 -0.1999 0.3143 -0.0341
H 1.5168 2.7126 0.4009 0.2554 0.3410 -0.2362
H 1.8988 4.2053 1.3923 -0.2140 0.0170 -0.3928
H 2.1507 2.6226 2.0455 0.1862 -0.1504 0.0255
H 0.0575 2.3976 2.4177 -0.1200 -0.2262 0.0506
C -1.5178 2.9595 -1.2585 -0.0944 0.9253 -1.0036
O -0.4204 3.7581 -1.7827 0.0369 -0.8576 0.9047
H -2.3832 3.6091 -1.3897 -0.5400 -0.5516 -0.1508
H -1.5361 2.0600 -1.8739 -0.2921 0.2311 0.0022
H -1.5380 2.6447 -0.2151 0.8117 0.3530 0.1363
H -0.3352 4.5393 -1.2313 0.0077 0.0569 0.0798
C -2.0098 -3.4545 1.3109 -1.0827 -0.1229 -0.3439
O -0.7728 -3.0623 0.8068 0.4182 0.2391 1.0723
H -2.4601 -2.6746 1.9249 0.2249 0.0777 0.2517
H -2.7378 -3.6270 0.5182 -0.0987 0.0296 -0.3106
H -2.0068 -4.3899 1.8706 0.4287 -0.0464 0.2600
H -0.7042 -3.1845 -0.1429 0.1176 0.2320 -0.3710
C 2.0989 0.1200 -2.9648 0.6165 -0.0255 -0.0027
O 0.7469 -0.2999 -2.8232 0.4719 0.2568 -0.0310
H 2.2598 0.8857 -3.7237 -0.3718 -0.1135 -0.3535
H 2.4454 0.5898 -2.0443 0.0998 -0.1860 0.2075
H 2.7390 -0.7354 -3.1810 -0.0257 -0.0055 -0.0399
H 0.5065 0.1777 -2.0259 -1.0001 -0.1268 0.3540
O -0.3658 0.3260 -0.2402 0.3127 0.0106 -0.2118
H -0.6066 -0.4774 0.2210 -0.1323 -0.6501 0.1088
H -0.3788 1.0038 0.4356 -0.0799 0.3853 0.1930